A cluster of 2 separate species, C6H16BrN2O2P in total in a non-equilibrium geometry. Source: the Open Molecules 2025 dataset; level of theory: ωB97M-V/def2-TZVPD.

XYZ file:
```
28
Properties=species:S:1:pos:R:3:mulliken_charge:R:1
O 3.543 -1.475 0.534 -0.53
P 1.890 -1.209 -0.037 0.55
Br 1.270 -3.133 -1.067 -0.28
C 0.847 -0.827 1.522 -0.16
C -0.325 -1.918 1.859 -0.81
N -1.639 -1.706 1.145 -0.03
C -1.670 -0.400 0.323 -0.53
C -1.108 0.764 1.374 -0.52
N 0.394 0.610 1.420 -0.32
H 3.553 -1.417 1.552 0.35
H 1.610 -0.867 2.439 0.39
H -0.518 -1.948 3.036 0.29
H 0.026 -3.028 1.593 0.34
H -2.369 -1.552 1.906 0.40
H -1.985 -2.534 0.597 0.40
H -2.792 -0.183 -0.021 0.24
H -1.001 -0.530 -0.629 0.28
H -1.466 1.834 0.983 0.37
H -1.533 0.572 2.461 0.27
H 0.815 1.060 0.552 0.24
C -0.172 1.741 -2.963 -0.75
C 0.826 2.763 -2.390 -0.53
O 1.207 2.308 -1.208 -0.80
H -1.058 1.631 -2.324 0.05
H -0.520 2.074 -3.948 0.41
H 0.283 0.752 -3.094 0.17
H 0.305 3.732 -2.437 0.24
H 1.589 2.890 -3.174 0.25
```

## Properties
- E_LUMO: -1.07 eV
- Total energy: -92882.2394 eV



A structure of composition C6H16CsO2 in a non-equilibrium geometry. Source: the Open Molecules 2025 dataset; level of theory: ωB97M-V/def2-TZVPD.

XYZ file:
```
25
Properties=species:S:1:pos:R:3:mulliken_charge:R:1
Cs 26.107 33.024 4.363 1.08
C 28.785 36.067 5.375 -1.10
C 29.585 34.744 5.543 0.60
C 30.429 34.512 6.800 -1.41
O 28.480 33.874 5.653 -0.17
H 28.509 36.199 4.329 0.36
H 29.308 36.972 5.683 0.36
H 27.820 36.068 5.881 0.35
H 29.990 34.496 4.562 0.28
H 30.733 33.466 6.848 0.52
H 29.862 34.823 7.677 0.43
H 31.353 35.089 6.762 0.37
H 28.724 33.175 6.264 0.33
C 28.727 32.114 1.476 -1.07
C 27.988 33.293 0.822 0.48
C 27.704 33.040 -0.708 -1.29
O 26.708 33.437 1.467 -0.51
H 28.233 31.142 1.450 0.32
H 28.859 32.360 2.529 0.08
H 29.702 31.963 1.014 0.40
H 28.583 34.185 1.020 0.16
H 26.917 32.286 -0.703 0.38
H 28.575 32.778 -1.309 0.37
H 27.216 33.903 -1.160 0.40
H 26.304 34.081 0.880 0.29
```

## Properties
- Spin multiplicity: 2
- Energy relative to the best compared isomer or geometry (same formula, charge and spin): 11.3 kJ/mol
- E_LUMO (alpha / beta): -6.89 / -13.72 eV
- Total charge: +2
- Total energy: -11105.3366 eV



A cluster of 7 separate species, C6H16F14N6O18PS8 in total in a non-equilibrium geometry. Source: the Open Molecules 2025 dataset; level of theory: ωB97M-V/def2-TZVPD.

XYZ file:
```
69
Properties=species:S:1:pos:R:3:mulliken_charge:R:1
C -22.762 7.641 20.081 -1.07
C -22.402 6.361 20.757 0.89
O -22.541 6.114 21.976 -0.57
N -21.900 5.289 19.843 1.25
H -22.782 4.841 19.636 -0.09
H -21.608 5.620 18.934 -0.02
C -20.934 4.374 20.584 -0.82
H -23.235 7.609 19.100 0.24
H -21.827 8.186 19.951 0.32
H -23.430 8.133 20.788 0.39
H -20.967 3.500 19.934 0.32
H -21.110 4.143 21.635 0.27
H -20.036 4.988 20.521 0.42
C -21.965 4.126 14.573 -1.03
C -22.980 3.881 15.643 0.81
O -23.415 2.732 15.806 -0.50
N -23.450 5.096 16.417 2.38
H -23.689 4.698 17.315 -0.74
H -22.678 5.746 16.469 -0.53
C -24.473 5.924 15.631 -1.16
H -21.020 3.955 15.090 0.34
H -22.098 5.091 14.085 0.14
H -22.028 3.423 13.742 0.39
H -25.154 5.273 15.083 0.60
H -23.838 6.605 15.064 0.43
H -25.145 6.412 16.338 0.39
P -27.532 7.607 14.353 1.30
F -27.420 6.884 15.770 -0.33
F -28.283 8.900 14.969 -0.39
F -26.084 8.313 14.476 -0.36
F -27.619 8.282 12.852 -0.42
F -26.859 6.267 13.623 -0.44
F -28.912 7.000 13.952 -0.37
N -25.917 2.313 10.943 -0.38
S -25.467 2.296 12.384 0.93
O -25.045 3.467 13.147 -0.17
O -24.886 1.044 12.816 -0.65
F -27.018 2.130 12.960 -0.40
S -24.430 2.679 10.264 1.08
O -23.531 1.529 10.139 -0.63
O -23.915 3.991 10.448 -0.44
F -24.957 2.682 8.749 -0.31
N -23.960 3.535 18.791 -0.38
S -25.530 3.975 18.958 0.96
O -26.347 3.459 20.084 -0.62
O -26.228 4.118 17.675 -0.48
F -25.421 5.608 19.320 -0.35
S -24.192 2.032 19.243 0.85
O -25.037 1.193 18.361 -0.56
O -24.301 1.647 20.629 -0.60
F -22.661 1.582 18.909 -0.33
N -22.284 8.432 10.667 -0.14
S -21.026 7.329 10.418 1.02
O -21.373 5.978 10.091 -0.41
O -19.645 7.593 10.873 -0.49
F -20.895 7.926 8.928 -0.31
S -21.907 8.579 12.148 1.01
O -20.681 9.338 12.415 -0.38
O -22.246 7.481 13.065 -0.07
F -23.019 9.606 12.558 -0.26
N -21.137 6.512 17.458 -0.28
S -19.738 6.185 17.101 0.89
O -18.638 6.749 17.836 -0.67
O -19.527 5.795 15.719 -0.55
F -19.827 4.753 17.941 -0.41
S -20.873 8.130 17.024 0.87
O -20.763 8.412 15.579 -0.50
O -20.199 9.016 17.997 -0.58
F -22.449 8.509 17.215 -0.28
```

## Properties
- Spin multiplicity: 2
- E_LUMO (alpha / beta): 1.95 / -2.28 eV
- Total charge: -2
- Total energy: -186289.2157 eV



A structure of composition C6H16F2O6S2Tl in a non-equilibrium geometry. Source: the Open Molecules 2025 dataset; level of theory: ωB97M-V/def2-TZVPD.

XYZ file:
```
33
Properties=species:S:1:pos:R:3:mulliken_charge:R:1
Tl -0.330 -1.727 -5.204 0.99
F 1.913 -5.117 -5.782 -0.17
F 3.339 -0.193 -5.524 -0.19
O -1.429 -1.092 2.122 -0.58
S -1.413 -2.216 1.212 1.11
O -1.106 -2.021 -0.237 -0.59
O -0.433 -3.331 1.874 -0.27
C 0.243 -3.067 3.098 -0.16
C 1.137 -4.178 3.677 -1.19
C -2.950 -3.137 1.264 -0.88
H -0.375 -2.751 3.939 0.34
H 0.879 -2.191 2.977 0.31
H 1.725 -3.877 4.544 0.36
H 1.698 -4.547 2.818 0.31
H 0.583 -4.968 4.182 0.32
H -3.073 -3.701 0.339 0.34
H -3.752 -2.399 1.273 0.33
H -3.063 -3.828 2.099 0.32
O 0.333 2.052 -2.379 -0.52
S 1.093 3.223 -2.037 1.07
O 1.253 4.424 -2.887 -0.51
O 0.643 3.667 -0.493 -0.25
C -0.783 3.794 -0.238 -0.26
C -1.394 4.824 -1.147 -1.03
C 2.767 2.621 -1.501 -0.89
H -1.023 4.076 0.787 0.34
H -1.266 2.823 -0.346 0.28
H -1.493 4.521 -2.190 0.30
H -0.608 5.579 -1.130 0.33
H -2.309 5.278 -0.768 0.38
H 3.112 2.110 -2.399 0.38
H 2.640 1.912 -0.683 0.31
H 3.445 3.439 -1.258 0.34
```

## Properties
- Energy relative to the best compared isomer or geometry (same formula, charge and spin): 437.0 kJ/mol
- E_LUMO: -11.71 eV
- Total charge: +1
- Total energy: -50544.8432 eV



- Look up the total energy of the fourth one.
  -50544.8432 eV